One molecule with the formula C4H9ClO at a distorted geometry, computed with the ωB97M-V functional and the def2-TZVPD basis.

Properties
Strongest force on any atom, eV Å⁻¹: 3.1
HOMO energy, eV: -10.070
Energy relative to the best compared isomer or geometry (same formula, charge and spin), eV: 1.412
Molar mass, Da: 108.57
E, Ha: -693.18676

Atoms and positions in Å:
H  -1.825  -1.445  -0.047
C  1.064  -0.606  0.048
H  1.067  -0.360  -0.973
C  -1.330  -0.547  -0.312
H  1.352  -1.631  0.208
H  -1.068  -0.574  -1.359
O  -0.217  -0.347  0.547
H  -1.543  1.549  0.053
H  2.015  1.247  0.342
C  -2.218  0.679  -0.152
Cl  3.808  0.102  -0.259
H  2.211  0.069  1.658
H  -2.821  0.942  -1.072
C  2.223  0.217  0.542
H  -2.721  0.704  0.775